{"formula": "C30H30N7O2PdSe", "method": "wB97M-V/def2-TZVPD", "max_force_ha_per_bohr": 0.056, "e_above_lowest_kj_mol": 116.1, "total_charge": 1, "orbital_gap_ev": [5.27, 5.43], "symbols": ["Pd", "C", "C", "C", "C", "C", "C", "N", "C", "C", "C", "C", "C", "C", "N", "N", "C", "C", "C", "C", "C", "N", "H", "H", "H", "H", "H", "H", "H", "H", "H", "H", "H", "H", "H", "C", "N", "C", "Se", "N", "C", "C", "C", "C", "C", "C", "H", "H", "H", "H", "H", "H", "H", "H", "O", "C", "O", "C", "N", "C", "C", "C", "H", "H", "H", "H", "H", "H", "H", "H", "H"], "coordinates": [[1.493, -0.051, 1.279], [1.345, -4.173, -2.356], [0.371, -4.340, -1.383], [0.454, -3.665, -0.183], [1.524, -2.790, 0.065], [2.502, -2.627, -0.930], [2.412, -3.315, -2.123], [1.634, -2.054, 1.224], [1.398, -2.577, 2.466], [1.356, -3.936, 2.788], [1.173, -4.332, 4.103], [1.037, -3.399, 5.125], [1.094, -2.043, 4.851], [1.292, -1.626, 3.535], [1.407, -0.336, 3.142], [1.462, 0.695, 3.931], [1.503, 1.875, 3.312], [1.540, 3.079, 4.049], [1.556, 4.275, 3.386], [1.544, 4.288, 1.983], [1.530, 3.085, 1.313], [1.515, 1.906, 1.929], [1.281, -4.710, -3.289], [-0.463, -5.004, -1.566], [-0.314, -3.770, 0.567], [3.348, -1.985, -0.717], [3.186, -3.209, -2.872], [1.504, -4.675, 2.015], [1.148, -5.386, 4.336], [0.905, -3.730, 6.141], [1.010, -1.296, 5.624], [1.550, 3.012, 5.123], [1.568, 5.207, 3.930], [1.545, 5.215, 1.435], [1.528, 3.047, 0.227], [-4.159, 1.808, 1.873], [-3.881, 1.039, 0.692], [-2.767, 0.315, 0.441], [-1.365, 0.030, 1.588], [-2.888, -0.249, -0.780], [-4.086, 0.124, -1.345], [-4.696, -0.181, -2.552], [-5.933, 0.389, -2.798], [-6.548, 1.229, -1.874], [-5.965, 1.509, -0.651], [-4.723, 0.947, -0.397], [-3.243, 1.901, 2.453], [-4.924, 1.321, 2.482], [-4.507, 2.799, 1.584], [-2.104, -0.707, -1.227], [-4.234, -0.834, -3.274], [-6.441, 0.177, -3.726], [-7.504, 1.667, -2.115], [-6.456, 2.140, 0.071], [-0.143, 0.008, -1.514], [1.027, 0.286, -1.669], [1.939, 0.373, -0.790], [1.603, 0.635, -3.088], [3.079, 0.683, -2.905], [3.606, 1.987, -3.381], [2.477, 2.549, -4.242], [1.225, 2.054, -3.522], [1.304, -0.112, -3.824], [3.556, -0.110, -3.330], [3.078, 0.584, -1.814], [4.536, 1.855, -3.932], [3.795, 2.630, -2.519], [2.522, 2.134, -5.250], [2.515, 3.634, -4.317], [0.346, 2.055, -4.159], [1.018, 2.675, -2.649]]}


{"formula": "C14H24N7O4S2Zr", "method": "wB97M-V/def2-TZVPD", "max_force_ha_per_bohr": 0.015, "e_above_lowest_kj_mol": 0.0, "total_charge": 3, "orbital_gap_ev": 7.35, "symbols": ["Zr", "N", "C", "C", "C", "N", "H", "H", "H", "H", "H", "H", "H", "H", "H", "H", "N", "C", "N", "S", "H", "H", "H", "H", "S", "C", "N", "C", "C", "N", "H", "H", "H", "H", "H", "H", "O", "C", "O", "C", "C", "C", "C", "C", "C", "N", "O", "O", "H", "H", "H", "H"], "coordinates": [[0.822, 1.267, 0.686], [3.037, 1.561, 0.036], [3.001, 1.801, -1.449], [2.537, 3.209, -1.774], [1.121, 3.562, -1.346], [0.962, 3.536, 0.150], [3.589, 2.291, 0.472], [3.544, 0.701, 0.228], [2.336, 1.055, -1.889], [3.985, 1.622, -1.873], [2.597, 3.339, -2.854], [3.238, 3.940, -1.359], [0.385, 2.875, -1.776], [0.867, 4.554, -1.709], [0.099, 4.004, 0.406], [1.698, 4.102, 0.562], [-0.079, -0.335, 4.199], [1.075, 0.301, 4.237], [1.996, 0.013, 5.126], [1.415, 1.615, 3.129], [-0.318, -1.044, 4.878], [-0.809, -0.015, 3.583], [1.840, -0.656, 5.869], [2.880, 0.499, 5.122], [-1.577, 1.604, 1.577], [-2.849, 1.430, 0.384], [-4.066, 1.845, 0.654], [-4.998, 1.602, -0.464], [-4.109, 0.836, -1.467], [-2.777, 0.897, -0.822], [-4.310, 2.311, 1.515], [-5.354, 2.548, -0.863], [-5.847, 1.015, -0.126], [-4.080, 1.315, -2.441], [-4.416, -0.200, -1.586], [-1.957, 0.410, -1.142], [1.298, -0.787, 0.854], [0.602, -1.097, -0.176], [0.074, -0.049, -0.770], [0.418, -2.438, -0.651], [0.970, -3.500, 0.079], [0.817, -4.793, -0.381], [0.119, -4.987, -1.561], [-0.428, -3.957, -2.310], [-0.274, -2.668, -1.849], [-0.049, -6.387, -2.061], [-0.672, -6.514, -3.089], [0.516, -7.251, -1.433], [1.514, -3.307, 0.992], [1.226, -5.645, 0.142], [-0.945, -4.190, -3.230], [-0.663, -1.838, -2.427]]}


{"formula": "C4H10N3O", "method": "wB97M-V/def2-TZVPD", "max_force_ha_per_bohr": 0.119, "e_above_lowest_kj_mol": 437.6, "total_charge": 1, "orbital_gap_ev": 8.92, "symbols": ["C", "C", "C", "C", "N", "N", "N", "O", "H", "H", "H", "H", "H", "H", "H", "H", "H", "H"], "coordinates": [[-0.659, -1.120, -0.262], [0.929, 0.920, -1.348], [0.608, 0.847, 1.315], [1.039, 0.107, 0.065], [2.253, -0.447, 0.112], [-0.411, -2.417, -0.378], [-1.871, -0.597, -0.138], [2.567, -1.597, -0.007], [1.174, 0.189, -2.111], [-0.060, 1.400, -1.588], [1.653, 1.719, -1.135], [1.411, 1.086, 1.919], [-0.227, 0.264, 1.740], [0.105, 1.810, 0.937], [0.576, -2.658, -0.589], [-1.086, -3.096, -0.436], [-1.805, 0.457, 0.108], [-2.831, -1.015, -0.091]]}


{"formula": "C4H6O2", "method": "wB97M-V/def2-TZVPD", "smiles": "O=CC[C@H]1CO1", "max_force_ha_per_bohr": 0.009, "e_above_lowest_kj_mol": 195.7, "total_charge": 0, "orbital_gap_ev": 10.87, "symbols": ["O", "C", "C", "C", "C", "O", "H", "H", "H", "H", "H", "H"], "coordinates": [[2.331, -0.468, 1.157], [1.862, 0.140, 0.225], [0.653, -0.371, -0.524], [-0.593, -0.293, 0.336], [-1.723, 0.588, 0.035], [-1.774, -0.801, -0.255], [2.304, 1.107, -0.092], [0.846, -1.432, -0.722], [0.509, 0.155, -1.472], [-0.436, -0.597, 1.371], [-2.381, 0.917, 0.837], [-1.683, 1.242, -0.836]]}


{"formula": "C4H5CuLiO7", "method": "wB97M-V/def2-TZVPD", "spin_multiplicity": 3, "max_force_ha_per_bohr": 0.127, "total_charge": -1, "orbital_gap_ev": [2.59, 5.96], "symbols": ["O", "C", "O", "O", "C", "O", "C", "C", "O", "O", "Li", "Cu", "H", "H", "H", "H", "O", "H"], "coordinates": [[-4.365, 0.183, 0.797], [-3.386, -0.062, 0.045], [-3.517, -0.418, -1.153], [-2.172, 0.030, 0.602], [-1.028, 0.062, -0.250], [1.205, 0.836, -0.283], [2.883, -0.809, -0.098], [0.187, 0.464, 0.576], [3.128, -0.319, 1.066], [3.465, -0.167, -1.051], [-5.438, -0.189, -0.792], [3.031, 1.399, 0.121], [-1.181, 0.788, -1.062], [-0.867, -0.929, -0.700], [-0.143, 1.239, 1.298], [0.513, -0.390, 1.201], [2.803, -2.165, -0.167], [2.355, -2.400, -0.989]]}